Record 1
A 2-piece molecular cluster, C2H3O2S2 overall at a distorted geometry. Source: OMol25; level of theory: ωB97M-V/def2-TZVPD.

## Properties
gap between HOMO and LUMO = 7.66 eV
total energy = -27887.093 eV
net charge = -1
multiplicity = 1
ΔE to the lowest compared entry with this formula, charge and spin = 64.25 kcal per mole

Atoms and positions in Å:
C: 3.05684 -0.32293 0.28955
C: 2.03424 0.26033 0.54015
O: -0.74387 1.07732 0.52087
O: -1.18164 0.13309 -1.73822
S: -3.28290 -0.73961 0.41560
S: -1.07778 -0.11546 -0.24807
H: 4.02622 -0.67568 0.50732
H: -3.89728 -0.23111 -0.70115
H: 1.06617 0.61403 0.41395

Atom charges from the Löwdin analysis, given in e for atoms 1 to 8: -0.010, -0.004, -0.588, -0.591, 0.130, 0.413, -0.012, -0.260

=====

Record 2
A 16-piece molecular cluster, C28H91N23O16 overall at a distorted geometry. Source: OMol25; level of theory: ωB97M-V/def2-TZVPD.

## Properties
gap between HOMO and LUMO = 8.52 eV
total energy = -97546.855 eV
net charge = 0
multiplicity = 1

Atoms and positions in Å:
C: 1.98003 3.70522 -1.85692
C: 2.16395 5.19563 -2.30841
O: 1.90146 5.13004 -3.69967
H: 1.21213 3.14705 -2.39253
H: 1.89014 3.55054 -0.78171
H: 2.90908 3.19070 -2.10234
H: 3.16637 5.53481 -2.04728
H: 1.54570 5.90902 -1.76347
H: 2.59081 5.63746 -4.13432
C: -3.95380 -3.40027 0.69627
C: -4.12844 -2.03859 0.08048
O: -4.24094 -2.32829 -1.20374
H: -4.71763 -4.02614 0.23479
H: -4.23592 -3.51573 1.74278
H: -2.95512 -3.83303 0.63746
H: -3.20632 -1.47012 0.20143
H: -5.05707 -1.56735 0.40244
H: -4.52691 -1.57488 -1.72548
C: 1.13086 -3.67678 4.79790
C: 2.66983 -3.44424 4.82609
O: 3.14769 -4.17779 5.86829
H: 1.00050 -4.75354 4.68978
H: 0.69890 -3.29958 3.87094
H: 0.74979 -3.27920 5.73855
H: 2.94774 -2.39693 4.94444
H: 2.96838 -3.87519 3.87045
H: 2.85650 -5.07508 5.69027
C: -0.46608 5.60127 2.21489
O: -0.52560 4.47910 2.63187
N: -1.44701 6.16640 1.63236
N: 0.55658 6.35015 2.25158
H: -1.35737 7.01620 1.09393
H: -2.39197 5.81550 1.56904
H: 0.29008 7.21714 1.80725
H: 1.47530 6.06106 2.55568
C: 1.61180 -0.71488 -3.37377
O: 0.62148 -0.52977 -4.07322
N: 2.45805 0.10490 -2.83253
N: 1.82393 -1.85650 -2.76198
H: 3.37521 -0.25074 -2.60354
H: 2.25086 1.08166 -2.98458
H: 1.23824 -2.66687 -2.90464
H: 2.66428 -1.94332 -2.20847
C: 2.18608 -3.57374 0.66606
O: 2.17610 -2.59482 1.29837
N: 3.15340 -4.47123 0.59025
N: 1.38525 -3.78301 -0.33743
H: 3.95962 -4.36000 1.18836
H: 2.96507 -5.21781 -0.06338
H: 0.68272 -3.11464 -0.61996
H: 1.45985 -4.69125 -0.77292
C: -1.07251 -3.67313 -2.53231
O: -0.12744 -4.22051 -3.04373
N: -1.68351 -4.09918 -1.47198
N: -1.60822 -2.55918 -2.91745
H: -1.34294 -4.94047 -1.02888
H: -2.56014 -3.69360 -1.17679
H: -2.39398 -2.16033 -2.42391
H: -0.88349 -1.98637 -3.32580
C: 5.40147 -2.43175 2.76647
O: 5.27525 -3.63702 2.73780
N: 6.44195 -1.82968 3.28582
N: 4.49882 -1.62670 2.26563
H: 6.56456 -0.82831 3.33406
H: 7.15070 -2.49761 3.55343
H: 3.62379 -2.03013 1.96286
H: 4.65029 -0.63100 2.34158
C: 2.65407 2.05491 2.47468
O: 3.36284 2.40043 3.38728
N: 3.05828 1.59352 1.26739
N: 1.37283 2.05674 2.52615
H: 4.05746 1.45982 1.20523
H: 2.43229 1.02515 0.71493
H: 0.74065 1.89470 1.75531
H: 0.96442 2.28573 3.42107
C: -1.64177 -5.79671 1.91365
O: -1.31306 -6.23274 0.77837
N: -2.54693 -6.25821 2.70089
N: -1.12413 -4.79835 2.52821
H: -2.76939 -5.76926 3.55619
H: -3.14159 -7.04372 2.47849
H: -1.44735 -4.53932 3.44936
H: -0.47258 -4.18736 2.05674
C: -5.86572 3.74340 -1.57961
O: -6.63081 3.35872 -2.41227
N: -5.85700 3.31530 -0.31726
N: -4.96636 4.71034 -1.72828
H: -6.74675 2.99469 0.03721
H: -5.17857 3.66981 0.34165
H: -4.36786 4.86880 -0.93030
H: -5.10315 5.43603 -2.41731
C: -4.50247 4.83787 2.74831
O: -4.10365 4.58234 1.59306
N: -3.68763 5.23315 3.71166
N: -5.68482 4.74079 3.20333
H: -4.10303 5.43624 4.60960
H: -2.70432 5.24675 3.48141
H: -6.45339 4.42157 2.63106
H: -5.84655 5.01432 4.16205
C: -2.31163 1.34994 3.79725
O: -2.66551 0.31078 4.33108
N: -2.90183 1.81223 2.71915
N: -1.34412 2.15125 4.13649
H: -2.52733 2.70194 2.42208
H: -3.69942 1.32012 2.34260
H: -1.19334 2.94692 3.53293
H: -0.92952 2.09190 5.05557
C: -2.22021 1.30945 -4.20078
C: -3.67653 1.26381 -3.68677
C: -4.74125 0.98926 -4.77897
O: -4.70891 1.84756 -5.96677
C: -5.04801 3.21825 -5.75337
N: -3.73348 0.21990 -2.70108
H: -1.88669 0.55838 -4.91685
H: -1.51499 1.60938 -3.42567
H: -2.24309 2.21480 -4.80736
H: -3.90903 2.21281 -3.20361
H: -5.68714 0.95043 -4.23869
H: -4.65545 -0.00848 -5.20938
H: -6.07722 3.42461 -5.45970
H: -4.71129 3.84949 -6.57572
H: -4.53569 3.57186 -4.85862
H: -2.92914 0.30076 -2.09563
H: -4.49132 0.51609 -2.10270
C: -0.44729 -0.78169 1.37905
C: -0.08076 -0.23954 -0.05690
C: -0.44381 1.17666 -0.39820
O: -1.90182 1.42926 -0.45072
C: -2.18501 2.78212 -0.42771
N: 1.37241 -0.26716 -0.15972
H: -1.45739 -0.51164 1.68703
H: 0.20187 -0.27271 2.09153
H: -0.27284 -1.85441 1.46240
H: -0.58384 -0.75732 -0.87355
H: -0.02622 1.37792 -1.38472
H: -0.00647 1.88955 0.30081
H: -3.27303 2.78031 -0.36206
H: -1.86769 3.19971 -1.38323
H: -1.74752 3.26228 0.44760
H: 1.75767 -0.95850 0.46775
H: 1.52135 -0.70920 -1.05553
C: 6.39784 -1.41488 -3.04682
C: 5.80726 -2.30400 -1.90173
C: 6.73071 -2.68304 -0.83224
O: 7.85929 -3.50682 -1.20228
C: 7.57114 -4.68381 -1.99065
N: 4.50827 -1.78136 -1.49178
H: 5.68186 -1.58197 -3.85153
H: 7.36383 -1.80776 -3.36401
H: 6.51846 -0.35914 -2.80395
H: 5.44750 -3.17650 -2.44709
H: 6.27752 -3.30371 -0.05927
H: 6.94808 -1.76918 -0.27933
H: 6.89158 -5.34531 -1.45331
H: 8.43854 -5.34145 -2.04728
H: 7.34132 -4.36942 -3.00870
H: 4.83940 -0.90365 -1.11751
H: 4.18778 -2.25011 -0.65652

Atom charges from the Löwdin analysis, given in e for atoms 1 to 8: -0.078, -0.298, -0.073, 0.056, 0.054, 0.062, 0.105, 0.092

=====

Record 3
CH3NO4 as an isolated structure at a distorted geometry. Source: OMol25; level of theory: ωB97M-V/def2-TZVPD.

## Properties
gap between HOMO and LUMO = 10.59 eV
total energy = -10760.643 eV
net charge = 0
multiplicity = 1
ΔE to the lowest compared entry with this formula, charge and spin = 66.22 kcal per mole

Atoms and positions in Å:
C: 0.20121 0.10686 -0.37546
N: -1.21375 0.00958 0.05927
O: -1.48821 0.87609 0.82725
O: -1.84327 -0.83024 -0.48671
O: 0.73144 -1.33245 0.60439
O: 0.78902 1.22844 -0.24628
H: 0.47820 -0.28649 -1.26018
H: 1.69991 -1.56441 0.38572
H: 0.64546 1.79262 0.49200

Atom charges from the Löwdin analysis, given in e for atoms 1 to 8: -0.217, -0.390, 0.126, 0.151, -0.149, 0.157, 0.121, 0.074

=====

Short version: E_HOMO = -4.0086, -8.8133, -10.8931 eV, in the order given.